Density functional theory data (wB97M-V/def2-TZVPD) for the molecule C3H3NO3 at a distorted geometry.

Output
Calculated total energy: -10788.072 eV
LUMO energy: 0.0 eV

Each line ends with the Löwdin charge.
Cartesian coordinates (Å):
O1 0.763 -0.250 2.374  -0.021
C1 0.357 -0.263 1.025  -0.401
C2 0.052 0.742 0.058  0.033
C3 -0.389 0.010 -1.016  -0.476
O2 -0.334 0.368 -2.323  0.036
O3 -0.476 -1.209 -0.721  0.068
N1 0.098 -1.445 0.542  0.123
H1 0.194 -1.164 2.759  0.230
H2 -0.231 1.860 0.098  0.145
H3 -0.035 1.350 -2.796  0.263

Atoms 1-2, force components in eV/Å:
O -3.0549 -3.2268 -0.5021
C -0.5310 -0.0041 1.2909